Here is a 11-piece molecular cluster, C42H101N8O20P3 overall in a non-equilibrium geometry from the OMol25 dataset. Energies are from the ωB97M-V functional and the def2-TZVPD basis.

Last columns: bonded neighbours and bond lengths (Å).
Positions of all 174 atoms, in Å:
1 C 5.4372 -19.3407 -32.7523  C2 1.531, H12 1.090, H13 1.090, H14 1.090
2 C 5.2706 -20.1116 -31.4401  C1 1.531, O3 1.403, H15 1.090, H16 1.090
3 O 6.4757 -20.7499 -31.1113  C2 1.403, P4 1.625
4 P 6.7637 -22.3040 -31.4864  O3 1.625, O5 1.491, O6 1.604, O9 1.678
5 O 6.3091 -22.6102 -32.8735  P4 1.491
6 O 5.9755 -23.1176 -30.3507  P4 1.604, C7 1.402
7 C 6.0434 -22.7418 -29.0013  O6 1.402, C8 1.438, H17 1.090, H18 1.090
8 C 7.3112 -23.1632 -28.4686  C7 1.438, H19 1.090, H20 1.090, H21 1.090
9 O 8.4148 -22.4274 -31.2130  P4 1.678, C10 1.445
10 C 9.2145 -23.4581 -31.8355  O9 1.445, C11 1.522, H22 1.090, H23 1.090
11 C 10.0157 -22.7443 -32.9150  C10 1.522, H24 1.090, H25 1.090, H26 1.090
12 H 5.4901 -19.9521 -33.6530  C1 1.090
13 H 4.5190 -18.7593 -32.8356  C1 1.090
14 H 6.3050 -18.6924 -32.6304  C1 1.090
15 H 4.8314 -19.5485 -30.6167  C2 1.090
16 H 4.4877 -20.8293 -31.6851  C2 1.090
17 H 5.7345 -21.7194 -28.7837  C7 1.090
18 H 5.2357 -23.2856 -28.5113  C7 1.090
19 H 7.6082 -24.0878 -28.9635  C8 1.090
20 H 8.1169 -22.4437 -28.6146  C8 1.090
21 H 7.2943 -23.4544 -27.4183  C8 1.090
22 H 9.7675 -23.8986 -31.0059  C10 1.090
23 H 8.6855 -24.2886 -32.3030  C10 1.090
24 H 10.4751 -21.8008 -32.6200  C11 1.090
25 H 10.8299 -23.3732 -33.2751  C11 1.090
26 H 9.3168 -22.4615 -33.7022  C11 1.090
27 C 4.2074 -25.4293 -25.2419  C28 1.581, H38 1.090, H39 1.090, H40 1.090
28 C 2.8228 -25.1474 -25.9514  C27 1.581, O29 1.422, H41 1.090, H42 1.090
29 O 1.8864 -25.4568 -24.9274  C28 1.422, P30 1.681
30 P 1.1404 -24.1389 -24.1974  O29 1.681, O31 1.558, O32 1.639, O35 1.655
31 O 0.8893 -22.9536 -25.1777  P30 1.558
32 O -0.2621 -24.7974 -23.6616  P30 1.639, C33 1.355
33 C -1.1531 -23.8788 -23.2161  O32 1.355, C34 1.548, H43 1.090, H44 1.090
34 C -2.3900 -24.7213 -22.8209  C33 1.548, H45 1.090, H46 1.090, H47 1.090
35 O 2.0519 -23.9475 -22.8293  P30 1.655, C36 1.438
36 C 2.9855 -22.8887 -22.5566  O35 1.438, C37 1.512, H48 1.090, H49 1.090
37 C 2.3118 -21.6568 -21.9953  C36 1.512, H50 1.090, H51 1.090, H52 1.090
38 H 5.0385 -25.4217 -25.9472  C27 1.090
39 H 4.4671 -24.5869 -24.6008  C27 1.090
40 H 4.1322 -26.3613 -24.6817  C27 1.090
41 H 2.7354 -24.0863 -26.1851  C28 1.090
42 H 2.7355 -25.8441 -26.7852  C28 1.090
43 H -0.8032 -23.3196 -22.3484  C33 1.090
44 H -1.3849 -23.1639 -24.0056  C33 1.090
45 H -2.0746 -25.4611 -22.0852  C34 1.090
46 H -3.1687 -24.0716 -22.4215  C34 1.090
47 H -2.7337 -25.2333 -23.7197  C34 1.090
48 H 3.6096 -23.1695 -21.7083  C36 1.090
49 H 3.6737 -22.6513 -23.3679  C36 1.090
50 H 2.0571 -20.9499 -22.7849  C37 1.090
51 H 1.4330 -21.9754 -21.4347  C37 1.090
52 H 2.9342 -21.0932 -21.3003  C37 1.090
53 C 14.7948 -27.7749 -24.4348  C54 1.571, H64 1.090, H65 1.090, H66 1.090
54 C 14.2807 -28.6943 -25.5999  C53 1.571, O55 1.441, H67 1.090, H68 1.090
55 O 14.9014 -29.9912 -25.6989  C54 1.441, P56 1.643
56 P 16.4416 -30.3493 -26.1433  O55 1.643, O57 1.522, O58 1.590, O61 1.612
57 O 17.2070 -29.2838 -26.9159  P56 1.522
58 O 17.0589 -30.6500 -24.7087  P56 1.590, C59 1.466
59 C 18.3942 -30.1037 -24.4507  O58 1.466, C60 1.589, H69 1.090, H70 1.090
60 C 19.3198 -31.0188 -25.3622  C59 1.589, H71 1.090, H72 1.090, H73 1.090
61 O 16.3947 -31.7198 -26.9903  P56 1.612, C62 1.384
62 C 16.0863 -31.5180 -28.3247  O61 1.384, C63 1.500, H74 1.090, H75 1.090
63 C 14.6164 -31.3976 -28.5991  C62 1.500, H76 1.090, H77 1.090, H78 1.090
64 H 14.7947 -26.7274 -24.7361  C53 1.090
65 H 14.1680 -27.9349 -23.5575  C53 1.090
66 H 15.7991 -28.1062 -24.1708  C53 1.090
67 H 13.2050 -28.7786 -25.4458  C54 1.090
68 H 14.3971 -28.2335 -26.5808  C54 1.090
69 H 18.4951 -29.0916 -24.8424  C59 1.090
70 H 18.8271 -29.9519 -23.4620  C59 1.090
71 H 19.5152 -31.9773 -24.8812  C60 1.090
72 H 18.9927 -31.2076 -26.3846  C60 1.090
73 H 20.3627 -30.7024 -25.3438  C60 1.090
74 H 16.6296 -30.7319 -28.8492  C62 1.090
75 H 16.4673 -32.4475 -28.7479  C62 1.090
76 H 14.1803 -32.1826 -29.2170  C63 1.090
77 H 14.1022 -31.4514 -27.6395  C63 1.090
78 H 14.4876 -30.3692 -28.9366  C63 1.090
79 C 10.8812 -25.9630 -21.1144  N80 1.491, H84 1.090, H85 1.090, H86 1.090
80 N 11.3047 -25.2867 -19.8548  C79 1.491, C81 1.460, C82 1.361
81 C 12.7200 -25.1573 -19.5220  N80 1.460, H87 1.090, H88 1.090, H89 1.090
82 C 10.3959 -24.8554 -18.9382  N80 1.361, O83 1.207, H90 1.101
83 O 10.6823 -24.3364 -17.8866  C82 1.207
84 H 10.6763 -26.9896 -20.8106  C79 1.090
85 H 11.4245 -25.7505 -22.0352  C79 1.090
86 H 9.8931 -25.6067 -21.4056  C79 1.090
87 H 13.2581 -25.2679 -20.4635  C81 1.090
88 H 12.9534 -24.2623 -18.9453  C81 1.090
89 H 13.1194 -26.0089 -18.9712  C81 1.090
90 H 9.3829 -25.1846 -19.2166  C82 1.101
91 C 13.4591 -22.1416 -22.5685  N92 1.417, H96 1.090, H97 1.090, H98 1.090
92 N 12.3673 -21.2428 -22.6515  C91 1.417, C93 1.432, C94 1.318
93 C 12.6889 -19.8675 -22.8874  N92 1.432, H99 1.090, H100 1.090, H101 1.090
94 C 11.1335 -21.6771 -22.4890  N92 1.318, O95 1.255, H102 1.101
95 O 10.1932 -20.8464 -22.4702  C94 1.255
96 H 14.0496 -22.1333 -23.4847  C91 1.090
97 H 13.2128 -23.1885 -22.3914  C91 1.090
98 H 14.1328 -21.7712 -21.7959  C91 1.090
99 H 13.6728 -19.4156 -22.7615  C93 1.090
100 H 12.3693 -19.7266 -23.9200  C93 1.090
101 H 12.0899 -19.1723 -22.2993  C93 1.090
102 H 11.1069 -22.7675 -22.3386  C94 1.101
103 C 10.7136 -33.9449 -25.7674  N104 1.471, H108 1.090, H109 1.090, H110 1.090
104 N 10.7766 -32.4757 -25.7461  C103 1.471, C105 1.460, C106 1.351
105 C 11.7374 -31.9062 -26.6869  N104 1.460, H111 1.090, H112 1.090, H113 1.090
106 C 9.8608 -31.7019 -25.1244  N104 1.351, O107 1.285, H114 1.101
107 O 9.7760 -30.4284 -25.2730  C106 1.285
108 H 10.1244 -34.2436 -24.9004  C103 1.090
109 H 11.6519 -34.4917 -25.8610  C103 1.090
110 H 10.0844 -34.2707 -26.5957  C103 1.090
111 H 12.0797 -30.8788 -26.5632  C105 1.090
112 H 12.5478 -32.6326 -26.7473  C105 1.090
113 H 11.1336 -31.9201 -27.5943  C105 1.090
114 H 9.0632 -32.2866 -24.6405  C106 1.101
115 C 8.1339 -26.0088 -24.4093  N116 1.456, H120 1.090, H121 1.090, H122 1.090
116 N 9.5786 -25.8539 -24.4965  C115 1.456, C117 1.504, C118 1.380
117 C 10.0882 -24.4782 -24.8281  N116 1.504, H123 1.090, H124 1.090, H125 1.090
118 C 10.4691 -26.9038 -24.3956  N116 1.380, O119 1.224, H126 1.101
119 O 11.6721 -26.7568 -24.5696  C118 1.224
120 H 7.8039 -25.4994 -23.5039  C115 1.090
121 H 7.7116 -27.0136 -24.4220  C115 1.090
122 H 7.6883 -25.5385 -25.2859  C115 1.090
123 H 9.5379 -24.0445 -25.6630  C117 1.090
124 H 9.8870 -23.8123 -23.9890  C117 1.090
125 H 11.1602 -24.5645 -25.0056  C117 1.090
126 H 10.1247 -27.9128 -24.1207  C118 1.101
127 C 9.4515 -18.9812 -25.7746  N128 1.490, H132 1.090, H133 1.090, H134 1.090
128 N 8.3774 -19.9926 -25.9814  C127 1.490, C129 1.520, C130 1.333
129 C 7.1953 -19.6796 -26.8845  N128 1.520, H135 1.090, H136 1.090, H137 1.090
130 C 8.3080 -21.0936 -25.2328  N128 1.333, O131 1.194, H138 1.101
131 O 7.3945 -21.8617 -25.2521  C130 1.194
132 H 9.7184 -18.5308 -26.7306  C127 1.090
133 H 10.3796 -19.4199 -25.4082  C127 1.090
134 H 8.9378 -18.2048 -25.2076  C127 1.090
135 H 6.7978 -18.7283 -26.5306  C129 1.090
136 H 7.4639 -19.6174 -27.9390  C129 1.090
137 H 6.4088 -20.4340 -26.9066  C129 1.090
138 H 9.1321 -21.2148 -24.5128  C130 1.101
139 C 4.4970 -25.2777 -19.9559  N140 1.440, H144 1.090, H145 1.090, H146 1.090
140 N 5.2788 -26.3530 -20.5100  C139 1.440, C141 1.366, C142 1.348
141 C 5.8389 -27.2630 -19.6588  N140 1.366, H147 1.090, H148 1.090, H149 1.090
142 C 5.1842 -26.4828 -21.8481  N140 1.348, O143 1.223, H150 1.101
143 O 5.6576 -27.3818 -22.5289  C142 1.223
144 H 3.9498 -24.6236 -20.6348  C139 1.090
145 H 5.2773 -24.6572 -19.5153  C139 1.090
146 H 3.7645 -25.6165 -19.2233  C139 1.090
147 H 4.9845 -27.8588 -19.3379  C141 1.090
148 H 6.3097 -28.0223 -20.2832  C141 1.090
149 H 6.5684 -26.9601 -18.9076  C141 1.090
150 H 4.5064 -25.6971 -22.2160  C142 1.101
151 C 12.1283 -26.6670 -28.7850  N152 1.516, H156 1.090, H157 1.090, H158 1.090
152 N 10.6584 -26.3497 -28.9786  C151 1.516, C153 1.488, C154 1.355
153 C 10.0829 -26.6546 -30.3167  N152 1.488, H159 1.090, H160 1.090, H161 1.090
154 C 9.8499 -26.0024 -27.9480  N152 1.355, O155 1.265, H162 1.101
155 O 8.5873 -26.0044 -27.8683  C154 1.265
156 H 12.1118 -27.7568 -28.7938  C151 1.090
157 H 12.4656 -26.3529 -27.7973  C151 1.090
158 H 12.7958 -26.3440 -29.5839  C151 1.090
159 H 10.2420 -27.7144 -30.5159  C153 1.090
160 H 9.0064 -26.5695 -30.4655  C153 1.090
161 H 10.6607 -26.1170 -31.0685  C153 1.090
162 H 10.4582 -25.5590 -27.1445  C154 1.101
163 C 8.0039 -29.4937 -27.5389  N164 1.541, H168 1.090, H169 1.090, H170 1.090
164 N 6.8843 -29.3019 -28.5808  C163 1.541, C165 1.465, C166 1.327
165 C 7.3272 -29.6152 -29.9413  N164 1.465, H171 1.090, H172 1.090, H173 1.090
166 C 5.6688 -28.8399 -28.3166  N164 1.327, O167 1.254, H174 1.101
167 O 4.6676 -28.6125 -29.0370  C166 1.254
168 H 8.9892 -29.2036 -27.9036  C163 1.090
169 H 8.1657 -30.5151 -27.1943  C163 1.090
170 H 7.9035 -28.7460 -26.7522  C163 1.090
171 H 7.7979 -28.7734 -30.4491  C165 1.090
172 H 8.0930 -30.3908 -29.9302  C165 1.090
173 H 6.4346 -29.9398 -30.4761  C165 1.090
174 H 5.5318 -28.6761 -27.2365  C166 1.101

Computed properties:
Net charge   0
SMILES   CCOP(=O)(OCC)OCC.CCOP(=O)(OCC)OCC.CCOP(=O)(OCC)OCC.CN(C)C=O.CN(C)C=O.CN(C)C=O.CN(C)C=O.CN(C)C=O.CN(C)C=O.CN(C)C=O.CN(C)C=O
E_HOMO   -9.00 eV
F_max   0.0966 hartree/bohr
HOMO-LUMO gap   9.23 eV
2S+1   1

Atomic partial charges in e from the Mulliken method, atoms 1 to 8:
1. C -1.228
2. C -0.442
3. O -0.212
4. P 0.816
5. O -0.791
6. O -0.329
7. C -0.209
8. C -0.667